Entry 1:
Entry from the Open Molecules 2025 dataset: a structure of composition C10H22FN3O in a non-equilibrium geometry (ωB97M-V/def2-TZVPD).

The value obtained for the calculated total energy is -19941.682 eV. Its charge is +2. For the HOMO energy, the calculation gives -15.50 eV. The max |F| is 5.7 eV/Å. The HOMO-LUMO gap comes out at 9.7 eV.

Atoms and positions in Å:
C  3.147964  3.350798  0.073871
C  2.224374  3.771138  1.237221
C  -0.190537  -1.652672  -1.064176
C  -2.088961  -1.915629  0.470806
C  0.418973  -2.949602  -0.645909
C  -1.432440  -3.190865  0.893742
C  -0.949187  -0.908368  0.020981
C  1.650207  3.283755  0.060903
C  -1.583454  0.386031  -0.582607
C  0.660891  1.654072  0.351838
N  -2.348269  1.303010  0.060011
N  -0.663120  -3.879076  -0.309120
N  0.038030  1.281137  -0.965231
O  1.452002  0.668241  0.950681
F  0.908993  3.939497  -0.841651
H  3.648460  3.912346  -0.671460
H  3.464437  2.282659  0.200577
H  2.420718  3.339616  2.153343
H  2.251446  4.844390  1.292206
H  0.758917  -1.051843  -1.519476
H  -0.691365  -1.776093  -2.102974
H  -2.892706  -2.078979  -0.328025
H  -2.673748  -1.471413  1.387196
H  0.987468  -3.556531  -1.506530
H  1.083670  -2.982930  0.215270
H  -0.776982  -2.877706  1.767765
H  -2.267159  -3.822628  1.226578
H  -0.253950  -0.682605  0.774639
H  -1.800553  0.337818  -1.600293
H  -0.136994  2.026889  0.956219
H  -2.116055  1.586294  0.984855
H  -2.906093  1.936033  -0.611273
H  -1.462857  -4.021989  -0.976364
H  -0.468485  -4.799457  0.153939
H  -0.061169  2.023150  -1.739416
H  0.737777  0.525075  -1.432059
H  1.909754  1.166435  1.663924

Cartesian forces (eV/Å) of the 6 atoms listed first:
C -1.8 -3.7 0.5
C 2.1 3.8 -0.7
C 2.8 1.7 -3.8
C -1.2 2.2 0.4
C 1.7 -3.1 -2.7
C -0.7 0.3 0.9

How positive or negative is each atom? The natural (NBO) charges in e answer that: -0.447 -0.497 -0.438 -0.434 -0.242 -0.254 -0.317 0.394 0.278 0.212 -0.779 -0.522 -0.719 -0.719 -0.325 0.265 0.214 0.240 0.268 0.235 0.258 0.240 0.278 0.265 0.250 0.250 0.259 0.263 0.208 0.153 0.413 0.443 0.450 0.468 0.463 0.417 0.512

Entry 2:
Entry from the Open Molecules 2025 dataset: the ion C10H22FN4 with charge +1 in a non-equilibrium geometry (ωB97M-V/def2-TZVPD).

The value obtained for the calculated total energy is -19394.019 eV. Its charge is +1. For the HOMO energy, the calculation gives -11.80 eV. The max |F| is 2.1 eV/Å. The HOMO-LUMO gap comes out at 7.2 eV. As for the SMILES: C=C[N@H+]1[C@H](F)CN[C@H](CNC)[C@H]1NCC.

Atoms and positions in Å:
C  -2.215590  1.579653  1.517379
C  -1.930766  1.717920  0.199251
N  -0.570877  1.544217  -0.416597
C  0.478381  2.392940  0.257119
F  0.647609  3.470050  -0.561501
C  1.834119  1.730478  0.435969
N  1.798204  0.343175  0.937758
C  0.508236  -0.335664  0.731096
C  0.747864  -1.839780  0.817454
N  0.789679  -2.195759  2.244371
C  1.578984  -3.403261  2.534854
C  -0.103819  0.119129  -0.602007
N  -1.179425  -0.695634  -1.092181
C  -1.820282  -0.205361  -2.332089
C  -0.876468  0.207256  -3.475863
H  -2.108830  0.637963  2.052673
H  -2.559011  2.440934  2.084788
H  -2.718762  1.882376  -0.526997
H  -0.658021  1.946167  -1.355704
H  0.103330  2.774162  1.201593
H  2.407645  1.805436  -0.491015
H  2.363199  2.350278  1.162151
H  2.480072  -0.175472  0.395426
H  -0.127671  -0.081559  1.581791
H  1.711830  -2.108582  0.362388
H  -0.079110  -2.406821  0.391227
H  1.206262  -1.411039  2.729542
H  0.943720  -4.157215  3.002665
H  2.346241  -3.173373  3.273756
H  2.022435  -3.844317  1.641468
H  0.738306  0.095823  -1.309995
H  -0.814619  -1.615331  -1.305445
H  -2.522038  0.590658  -2.079679
H  -2.445006  -1.024187  -2.684354
H  -1.353730  0.000484  -4.430394
H  -0.731334  1.294318  -3.476821
H  0.109244  -0.250062  -3.414077

Cartesian forces (eV/Å) of the 6 atoms listed first:
C 0.4 -0.4 -0.2
C -0.3 0.3 0.5
N -0.6 -1.8 -0.5
C 0.8 0.4 0.3
F -0.1 0.1 -0.2
C 0.3 -0.3 0.3

How positive or negative is each atom? The natural (NBO) charges in e answer that: -0.365 -0.028 -0.447 0.367 -0.323 -0.286 -0.606 -0.088 -0.223 -0.616 -0.424 0.130 -0.631 -0.238 -0.652 0.239 0.248 0.239 0.467 0.208 0.218 0.238 0.369 0.214 0.174 0.203 0.361 0.205 0.205 0.185 0.191 0.391 0.180 0.233 0.252 0.195 0.216